# 1
One molecule with the formula C3H7FN2O in a non-equilibrium geometry. Source: the Open Molecules 2025 dataset; level of theory: ωB97M-V/def2-TZVPD.

```
14
Properties=species:S:1:pos:R:3
N -0.504 1.264 0.052
C 0.194 0.034 -0.343
C -0.552 -1.186 0.159
N -1.815 -1.391 0.160
O -2.626 -0.398 -0.304
C 1.636 0.027 0.148
F 2.250 -1.149 -0.287
H -0.078 2.104 -0.346
H -0.485 1.375 1.103
H 0.186 0.009 -1.456
H 0.024 -2.036 0.486
H -2.078 0.467 -0.381
H 2.176 0.864 -0.233
H 1.670 0.018 1.242
```

Output
Charge ... 0
SMILES string ... N[C@H](/C=N\O)CF
Energy relative to the best compared isomer or geometry (same formula, charge and spin) ... 35.8 kcal per mole
Frontier orbital gap ... 10.1 eV
Highest occupied orbital energy ... -9.566 eV

Electronic structure analysis, Mulliken charges in units of e:
1. N -0.71
2. C 0.36
3. C -0.30
4. N -0.41
5. O -0.37
6. C -0.57
7. F -0.29
8. H 0.25
9. H 0.24
10. H 0.26
11. H 0.44
12. H 0.45
13. H 0.34
14. H 0.31

=====

# 2
A 2-piece molecular cluster, C3H7FN3 overall in a non-equilibrium geometry. Source: the Open Molecules 2025 dataset; level of theory: ωB97M-V/def2-TZVPD.

```
14
Properties=species:S:1:pos:R:3
C 0.253 1.855 0.043
C -0.439 -2.490 0.367
C 0.203 0.904 -0.896
N 1.181 2.803 0.175
N 0.664 -2.768 0.151
N -1.589 -2.102 0.732
F -0.788 -0.075 -0.820
H -0.646 1.889 0.722
H 0.985 0.571 -1.519
H 0.807 3.741 0.108
H 1.849 2.824 -0.659
H 1.563 -3.209 0.156
H -1.808 -1.053 0.778
H -2.234 -2.892 0.663
```

Output
Charge ... +1
Energy relative to the best compared isomer or geometry (same formula, charge and spin) ... 56.7 kcal per mole
Frontier orbital gap ... 7.9 eV
Highest occupied orbital energy ... -11.955 eV

Electronic structure analysis, Mulliken charges in units of e:
1. C -0.05
2. C 0.44
3. C -0.29
4. N -0.53
5. N -0.05
6. N -0.33
7. F -0.31
8. H 0.24
9. H 0.36
10. H 0.29
11. H 0.27
12. H 0.35
13. H 0.33
14. H 0.28

=====

# 3
An isolated ion of composition C3H7FN3 and charge +1 in a non-equilibrium geometry. Source: the Open Molecules 2025 dataset; level of theory: ωB97M-V/def2-TZVPD.

```
14
Properties=species:S:1:pos:R:3
H 2.897 -1.528 1.079
N 1.904 -1.164 0.828
C 1.794 -0.191 0.083
F 2.873 0.374 -0.469
N 0.600 0.122 -0.482
N -0.242 1.428 0.085
C -0.584 -0.071 0.280
C -1.797 -0.405 -0.514
H -0.723 1.740 -0.786
H 0.161 1.928 0.889
H -0.598 -0.629 1.220
H -2.368 0.424 -0.834
H -2.414 -1.088 0.033
H -1.505 -0.937 -1.413
```

Output
Charge ... +1
SMILES string ... [H]/N=C(\F)N1[NH2+][C@H]1C
Energy relative to the best compared isomer or geometry (same formula, charge and spin) ... 80.1 kcal per mole
Frontier orbital gap ... 10.4 eV
Highest occupied orbital energy ... -15.751 eV

Electronic structure analysis, Mulliken charges in units of e:
1. H 0.32
2. N -0.48
3. C 0.42
4. F -0.21
5. N -0.10
6. N -0.33
7. C 0.57
8. C -1.40
9. H 0.37
10. H 0.33
11. H 0.40
12. H 0.37
13. H 0.36
14. H 0.36

=====

# 4
One molecule with the formula C3H7FN4 in a non-equilibrium geometry. Source: the Open Molecules 2025 dataset; level of theory: ωB97M-V/def2-TZVPD.

```
15
Properties=species:S:1:pos:R:3
C 2.034 -0.241 0.544
C 1.042 -0.764 -0.068
F 1.200 -2.013 -0.706
C -0.343 -0.285 -0.080
N -0.489 0.951 -0.126
N 0.508 1.825 -0.399
N -1.353 -1.199 -0.082
N -2.705 -0.613 0.019
H 1.963 0.736 0.815
H 2.889 -0.962 0.820
H 0.283 2.723 -0.836
H 1.357 1.444 -0.809
H -1.087 -1.741 0.940
H -2.492 0.127 0.725
H -2.807 0.012 -0.757
```

Output
Charge ... 0
SMILES string ... C=C(F)/C(=N\N)NN
Energy relative to the best compared isomer or geometry (same formula, charge and spin) ... 104.6 kcal per mole
Frontier orbital gap ... 9.3 eV
Highest occupied orbital energy ... -8.542 eV

Electronic structure analysis, Mulliken charges in units of e:
1. C -0.94
2. C 0.21
3. F -0.28
4. C 0.61
5. N -0.33
6. N -0.61
7. N -0.26
8. N -0.63
9. H 0.60
10. H 0.23
11. H 0.24
12. H 0.21
13. H 0.33
14. H 0.31
15. H 0.31

=====

# 5
C3H7FNO as an isolated structure in a non-equilibrium geometry. Source: the Open Molecules 2025 dataset; level of theory: ωB97M-V/def2-TZVPD.

```
13
Properties=species:S:1:pos:R:3
C -0.384 1.130 0.298
C 0.040 -1.144 -0.536
C 1.421 0.202 0.592
N -1.119 -0.098 -0.146
O 0.964 -1.032 0.590
F 2.068 0.527 -0.526
H -0.943 1.625 1.137
H -0.394 1.775 -0.625
H -0.514 -1.988 -0.406
H 0.320 -1.068 -1.602
H 1.904 0.563 1.478
H -1.493 -0.609 0.646
H -1.869 0.116 -0.899
```

Output
Charge ... +1
Energy relative to the best compared isomer or geometry (same formula, charge and spin) ... 55.5 kcal per mole
Frontier orbital gap ... 11.5 eV
Highest occupied orbital energy ... -15.193 eV

Electronic structure analysis, Mulliken charges in units of e:
1. C -0.68
2. C -0.39
3. C 0.24
4. N -0.26
5. O -0.31
6. F -0.22
7. H 0.34
8. H 0.31
9. H 0.48
10. H 0.32
11. H 0.40
12. H 0.39
13. H 0.38

=====

# 6
A 2-piece molecular cluster, C3H7FOS overall in a non-equilibrium geometry. Source: the Open Molecules 2025 dataset; level of theory: ωB97M-V/def2-TZVPD.

```
13
Properties=species:S:1:pos:R:3
O 4.070 0.366 1.076
C 3.096 0.610 0.418
C 2.590 -0.178 -0.774
F 3.492 -1.021 -1.269
H 2.453 1.514 0.506
H 2.241 0.545 -1.541
H 1.597 -0.719 -0.371
C -3.674 0.012 0.214
S -1.932 -0.501 0.008
H -3.865 0.992 0.457
H -4.104 -0.842 0.760
H -4.056 0.087 -0.820
H -1.908 -0.866 1.334
```

Output
Charge ... 0
SMILES string ... O=CCF.CS
Energy relative to the best compared isomer or geometry (same formula, charge and spin) ... 41.3 kcal per mole
Frontier orbital gap ... 10.1 eV
Highest occupied orbital energy ... -9.392 eV

Electronic structure analysis, Mulliken charges in units of e:
1. O -0.45
2. C 0.12
3. C -0.04
4. F -0.25
5. H 0.28
6. H 0.25
7. H 0.09
8. C -0.85
9. S -0.16
10. H 0.35
11. H 0.28
12. H 0.27
13. H 0.12

=====

# 7
C3H7HoO2 as an isolated structure in a non-equilibrium geometry. Source: the Open Molecules 2025 dataset; level of theory: ωB97M-V/def2-TZVPD.

```
13
Properties=species:S:1:pos:R:3
C -0.118 -1.200 -0.614
O 0.179 -1.604 0.752
C 1.001 -0.845 1.435
C 1.803 0.139 0.933
H -2.941 1.193 -1.468
H 0.710 -1.575 -1.243
H -0.997 -1.748 -0.973
H 0.919 -1.011 2.514
H 2.147 0.124 -0.107
H 2.374 0.734 1.644
Ho -0.195 1.201 -0.508
O -2.297 1.849 -1.076
H -2.586 2.743 -1.290
```

Output
Charge ... +2
Multiplicity ... 5
Frontier orbital gap (spin up / spin down) ... 7.5 / 7.1 eV
Highest occupied orbital energy (spin up / spin down) ... -17.784 / -17.739 eV

Electronic structure analysis, Mulliken charges in units of e:
1. C -1.01
2. O -0.28
3. C 0.50
4. C -1.35
5. H 0.39
6. H 0.36
7. H 0.38
8. H 0.42
9. H 0.54
10. H 0.33
11. Ho 1.92
12. O -0.58
13. H 0.38

=====

# 8
One molecule with the formula C3H7IN2O in a non-equilibrium geometry. Source: the Open Molecules 2025 dataset; level of theory: ωB97M-V/def2-TZVPD.

```
14
Properties=species:S:1:pos:R:3
C 1.360 2.659 -0.165
N 0.431 1.845 -0.550
C 0.537 0.449 -0.287
I 2.504 -0.362 0.726
N -0.911 -0.015 0.521
O -1.171 -1.338 0.623
C -1.926 -1.883 -0.507
H 1.123 3.713 -0.461
H 2.428 2.338 0.044
H 0.369 -0.091 -1.253
H -0.747 0.373 1.489
H -1.672 -1.172 -1.295
H -2.966 -2.189 -0.308
H -1.627 -2.902 -0.958
```

Output
Charge ... 0
SMILES string ... C=N[C@@H](I)NOC
Energy relative to the best compared isomer or geometry (same formula, charge and spin) ... 51.4 kcal per mole
Frontier orbital gap ... 8.8 eV
Highest occupied orbital energy ... -8.860 eV

Electronic structure analysis, Mulliken charges in units of e:
1. C -0.12
2. N -0.33
3. C -0.25
4. I -0.04
5. N -0.45
6. O -0.18
7. C -0.47
8. H 0.26
9. H 0.13
10. H 0.40
11. H 0.30
12. H 0.27
13. H 0.26
14. H 0.22

=====

# 9
An isolated ion of composition C3H7IN2PS2 and charge +1 in a non-equilibrium geometry. Source: the Open Molecules 2025 dataset; level of theory: ωB97M-V/def2-TZVPD.

```
16
Properties=species:S:1:pos:R:3
N 0.838 1.966 -0.196
P -0.230 1.428 -1.248
C -1.189 -0.029 -0.564
C -1.069 -0.287 0.947
N 0.186 -0.998 1.281
I 1.110 -0.984 3.132
C 0.653 -1.638 0.253
S 2.138 -2.644 0.121
S -0.311 -1.512 -1.235
H 0.680 2.939 0.022
H -1.126 2.472 -1.626
H 0.449 0.895 -2.386
H -2.250 0.037 -0.823
H -1.960 -0.612 1.483
H -0.878 0.720 1.369
H 2.959 -1.754 -0.530
```

Output
Charge ... +1
Frontier orbital gap ... 7.4 eV
Highest occupied orbital energy ... -12.462 eV

Electronic structure analysis, Mulliken charges in units of e:
1. N -0.66
2. P 0.22
3. C -0.27
4. C -0.77
5. N -0.25
6. I 0.43
7. C 0.35
8. S -0.15
9. S 0.01
10. H 0.25
11. H 0.14
12. H 0.12
13. H 0.51
14. H 0.44
15. H 0.38
16. H 0.25